Record 1
14
Properties=species:S:1:pos:R:3 method="wB97M-V/def2-TZVPD" lumo_ha=0.028 charge=0 homo_ha=-0.3172 gap_ev=9.40 de_lowest_kj_mol=67.2
C -0.51104 -1.16848 0.85790
C 0.05432 -1.36672 -0.54199
C 0.53199 -0.15367 -1.28261
C 0.53847 1.14032 -0.94310
C -0.18638 2.37715 1.15828
H -0.82626 -2.12548 1.30244
H 0.22039 -0.74296 1.54150
H -1.37388 -0.52686 0.86103
H -0.72022 -1.87422 -1.17737
H 0.91012 -2.04797 -0.48710
H 0.91264 -0.34840 -2.29955
H 0.93857 1.89378 -1.63704
N 0.09404 1.64301 0.26763
S -0.58276 3.30050 2.37997

=====

Record 2
14
Properties=species:S:1:pos:R:3 method="wB97M-V/def2-TZVPD" lumo_ha="0.006 / 0.006" charge=0 homo_ha="-0.2846 / -0.2846" gap_ev="7.91 / 7.91" de_lowest_kj_mol=263.5
C 0.66777 -0.24025 -1.44952
C -0.38064 0.61179 -0.83436
C -0.33149 0.60694 0.72321
C -0.53079 -0.74951 1.27309
C 0.36498 -2.16634 -0.18861
N 0.97033 -1.42387 -1.06034
S -1.37539 -1.96081 0.35647
H 1.26941 0.15912 -2.25307
H -0.29041 1.63566 -1.19826
H -1.36753 0.22458 -1.10495
H 0.60748 1.02786 1.09617
H -1.13312 1.27129 1.05838
H 0.00254 -1.06944 2.15267
H 0.90268 -2.92239 0.35412

=====

Record 3
14
Properties=species:S:1:pos:R:3 method="wB97M-V/def2-TZVPD" lumo_ha=0.036 charge=0 homo_ha=-0.3067 gap_ev=9.32 de_lowest_kj_mol=435.7
C -1.29459 0.93398 -0.06649
C -0.46863 -0.21454 -1.08209
C -0.82943 -0.12899 1.00749
C 0.77777 -0.18869 0.86741
C 1.01242 -0.07473 -0.67544
H -2.28988 1.07429 -0.44599
H -0.82936 1.95196 0.24134
H -0.57500 -0.07292 -2.16556
H -0.94744 -0.01050 2.12626
H 1.26506 0.37870 1.42383
H 2.46916 -1.43866 0.00312
H 1.66188 0.60139 -1.25816
N 1.40478 -1.26298 0.07214
S -1.35672 -1.54832 -0.04786

=====

Record 4
14
Properties=species:S:1:pos:R:3 method="wB97M-V/def2-TZVPD" lumo_ha=0.031 charge=0 homo_ha=-0.2885 gap_ev=8.68 de_lowest_kj_mol=54.4
C -0.83710 1.89144 0.93925
C 0.03334 1.77599 1.97073
C 0.58873 0.09493 0.56521
C -0.47046 0.69109 -0.04902
C -1.16168 -1.61213 -1.36950
N 0.83437 0.59292 1.90343
Se -1.40833 0.31331 -1.66120
H -1.73421 2.54860 0.81841
H 0.24264 2.40143 2.84508
H 1.04982 -0.79047 0.45806
H -1.44955 -1.74958 -0.28952
H -1.81974 -2.10039 -2.07821
H -0.30336 -2.09687 -1.74871
H 1.73906 0.37909 2.34646

=====

Record 5
17
Properties=species:S:1:pos:R:3 method="wB97M-V/def2-TZVPD" lumo_ha="0.011 / -0.017" charge=0 homo_ha="-0.2889 / -0.3366" gap_ev="8.15 / 8.71" s_squared=3.762 de_lowest_kj_mol=35.5 spin_multiplicity=4
O 1.93036 -1.35696 -0.54796
Ni 0.61752 -0.93115 0.59774
C 1.80480 -0.94775 -1.88641
C 0.87845 0.23081 -1.99230
H 2.79775 -0.66814 -2.28969
H 1.42612 -1.77323 -2.51993
H 0.96796 1.00098 -1.21795
H 0.28698 0.36242 -2.90386
C -2.03657 0.25717 -0.53231
C -1.33027 -0.26482 0.50552
H -2.24486 -0.40945 -1.37329
H -2.63738 1.16948 -0.44094
O -1.52339 0.50881 1.71813
C -0.55386 0.47411 2.58351
O 0.57467 0.02258 2.36521
O -0.84822 1.17021 3.65522
H -0.11006 1.15493 4.27933

=====

Record 6
15
Properties=species:S:1:pos:R:3 method="wB97M-V/def2-TZVPD" lumo_ha=0.143 charge=-1 homo_ha=-0.1220 gap_ev=7.22 de_lowest_kj_mol=212.9
C -0.86244 -1.10694 -1.96795
C -1.10429 -1.41672 -0.64761
C 0.32696 0.34900 0.47041
C -0.74649 -0.36473 0.45781
C 0.77460 1.45594 1.52821
O -2.54272 -1.72333 1.70032
O -3.14212 0.64238 0.96547
S -2.18909 -0.25294 1.71880
H -1.22594 -1.73387 -2.71802
H -0.36981 -0.16383 -2.14959
H -1.71419 -2.20446 -0.23078
H 1.09785 0.14740 -0.24390
H 1.76012 1.29983 1.56847
H 0.06189 1.17146 2.33722
H 0.42712 2.53941 1.25245

=====

Record 7
15
Properties=species:S:1:pos:R:3 method="wB97M-V/def2-TZVPD" lumo_ha=0.144 charge=-1 homo_ha=-0.1049 gap_ev=6.78 de_lowest_kj_mol=304.1
C -0.45959 2.68205 -0.72366
C 0.04886 1.65764 -0.36714
C 0.14440 0.13630 1.60032
C 0.14833 -0.54378 -0.93854
C 0.40317 0.40057 0.16416
O 3.40014 -0.13367 1.21293
O 2.82855 -1.08570 -1.01904
S 2.85538 0.13338 -0.15265
H -0.77137 3.38125 -1.38723
H 0.80913 -0.58000 2.16508
H -0.89133 -0.32436 1.90334
H 0.25552 1.13839 2.04359
H 1.05796 -1.13882 -1.09226
H -0.05557 0.12889 -1.86512
H -0.65530 -1.22995 -0.88208

=====

Record 8
16
Properties=species:S:1:pos:R:3 method="wB97M-V/def2-TZVPD" lumo_ha=-0.221 charge=+1 homo_ha=-0.4248 gap_ev=5.55
O -1.34014 0.81842 -0.52994
C -0.08059 0.70245 -0.19059
O 0.28321 0.47335 1.00298
Yb 2.70040 0.62827 0.36989
O 0.79950 0.83763 -1.09317
C -2.33991 0.69097 0.48262
H -2.00167 1.18873 1.39621
H -4.29415 1.60166 0.65803
C -3.69221 1.01568 -0.04481
H -3.74821 1.42032 -1.06094
C -2.85630 -0.98343 0.76039
C -4.15480 -0.69712 0.07099
H -2.16479 -1.69350 0.29156
H -4.23778 -1.11663 -0.93809
H -2.92913 -1.14564 1.84198
H -5.07438 -0.85508 0.64528